No. 1
10 unconnected molecules or ions with the total composition C65H59BBrF9I2N2O3 at a distorted geometry, computed with ωB97M-V with the def2-TZVPD basis set.

Geometry as ORCA input:
```
! wB97M-V def2-TZVPD RIJCOSX def2/J DEFGRID3
* xyz 0 1
C 2.3588 -1.7636 2.6759
C 1.1061 -1.7976 3.5607
O 0.8453 -0.4436 3.9806
B -0.4349 -0.1302 4.3446
O -1.0957 -0.9132 5.2715
C -1.0434 1.2076 3.6611
C 0.1508 2.0653 3.4255
N 1.0578 2.7388 3.2229
C -1.9831 2.0650 4.5645
C -1.5962 1.9692 6.0319
O -0.5261 2.2633 6.4369
Br -2.9724 1.3688 7.2787
C -1.6151 1.0104 2.1948
C -0.6574 0.2198 1.3901
N -0.0864 -0.5110 0.7139
C -3.0895 0.6053 1.9665
I -3.4035 0.7495 -0.2016
C -3.6307 -0.7473 2.4360
C -2.7048 -1.9589 2.3546
I -4.5362 -0.6746 4.4058
H 2.8071 -0.7784 2.8009
H 3.0894 -2.5089 2.9661
H 2.1226 -1.8644 1.6176
H 0.2628 -2.2212 3.0143
H 1.3023 -2.4606 4.4061
H -0.9534 -0.6255 6.1803
H -3.0450 1.9187 4.3954
H -1.7781 3.1125 4.3191
H -1.5340 2.0174 1.7706
H -3.7473 1.3879 2.3341
H -4.4956 -0.9638 1.8165
H -2.0542 -1.9400 1.4832
H -2.1522 -2.1404 3.2766
H -3.3369 -2.8391 2.2270
F -3.8039 -2.8375 -0.2651
C -3.8472 -3.1376 -1.5821
C -4.4634 -4.3107 -1.9719
C -4.5239 -4.6210 -3.3220
C -3.9634 -3.7619 -4.2574
C -3.3464 -2.5908 -3.8418
C -3.2850 -2.2658 -2.4924
H -4.8902 -4.9665 -1.2241
H -5.0081 -5.5298 -3.6423
H -4.0105 -4.0057 -5.3105
H -2.9081 -1.9224 -4.5711
H -2.8183 -1.3472 -2.1625
F -6.9559 -5.5076 -4.8584
C -8.2075 -5.4914 -4.3482
C -9.0396 -4.4333 -4.6530
C -10.3247 -4.4238 -4.1303
C -10.7535 -5.4599 -3.3109
C -9.8966 -6.5117 -3.0154
C -8.6122 -6.5331 -3.5394
H -8.6826 -3.6333 -5.2881
H -10.9924 -3.6054 -4.3641
H -11.7557 -5.4471 -2.9035
H -10.2273 -7.3186 -2.3754
H -7.9322 -7.3466 -3.3290
F 5.0292 -2.6801 1.8674
C 5.7373 -2.5302 0.7262
C 7.1142 -2.4704 0.7970
C 7.8366 -2.3146 -0.3779
C 7.1792 -2.2129 -1.5981
C 5.7928 -2.2726 -1.6409
C 5.0613 -2.4367 -0.4730
H 7.6069 -2.5436 1.7581
H 8.9171 -2.2713 -0.3399
H 7.7423 -2.0885 -2.5076
H 5.2777 -2.1893 -2.5886
H 3.9805 -2.4903 -0.4868
F 8.1868 2.4427 0.8355
C 6.9401 2.3520 1.3508
C 6.4428 1.1079 1.6829
C 5.1639 1.0192 2.2163
C 4.4010 2.1672 2.3989
C 4.9205 3.4076 2.0525
C 6.2026 3.5053 1.5289
H 7.0498 0.2261 1.5237
H 4.7659 0.0508 2.4871
H 3.4025 2.1025 2.8121
H 4.3223 4.2993 2.1913
H 6.6290 4.4632 1.2600
F 4.1187 6.1583 2.7996
C 3.8830 6.8962 3.9061
C 4.5699 8.0797 4.0835
C 4.3193 8.8325 5.2216
C 3.3994 8.3895 6.1625
C 2.7235 7.1928 5.9637
C 2.9605 6.4374 4.8243
H 5.2880 8.4017 3.3409
H 4.8434 9.7668 5.3755
H 3.2103 8.9784 7.0505
H 2.0095 6.8444 6.6980
H 2.4407 5.5047 4.6449
F -7.7099 -9.5192 -4.4101
C -7.7863 -9.7860 -5.7306
C -8.4125 -10.9435 -6.1462
C -8.4914 -11.2085 -7.5057
C -7.9406 -10.3236 -8.4230
C -7.3127 -9.1669 -7.9809
C -7.2361 -8.8890 -6.6238
H -8.8289 -11.6224 -5.4139
H -8.9841 -12.1083 -7.8490
H -8.0015 -10.5358 -9.4821
H -6.8805 -8.4778 -8.6939
H -6.7585 -7.9890 -6.2579
F -5.1073 1.9656 -2.8524
C -6.4561 1.9407 -2.8867
C -7.1226 2.8492 -3.6837
C -8.5091 2.8156 -3.7188
C -9.2050 1.8866 -2.9566
C -8.5129 0.9846 -2.1595
C -7.1261 1.0051 -2.1242
H -6.5608 3.5687 -4.2644
H -9.0468 3.5166 -4.3429
H -10.2863 1.8662 -2.9844
H -9.0532 0.2622 -1.5625
H -6.5665 0.3062 -1.5161
F 7.3427 -1.7827 -4.3660
C 8.0419 -1.6260 -5.5127
C 9.4191 -1.5608 -5.4516
C 10.1330 -1.4040 -6.6306
C 9.4649 -1.3070 -7.8438
C 8.0786 -1.3714 -7.8799
C 7.3566 -1.5366 -6.7068
H 9.9199 -1.6312 -4.4950
H 11.2132 -1.3572 -6.6011
H 10.0252 -1.1813 -8.7606
H 7.5563 -1.2922 -8.8238
H 6.2764 -1.5963 -6.7130
F 5.1183 12.1622 7.0720
C 6.3629 11.6949 7.2975
C 6.6280 11.0355 8.4812
C 7.9080 10.5502 8.7057
C 8.9023 10.7357 7.7548
C 8.6151 11.4045 6.5730
C 7.3354 11.8856 6.3361
H 5.8406 10.9069 9.2120
H 8.1288 10.0257 9.6256
H 9.9000 10.3584 7.9351
H 9.3889 11.5528 5.8319
H 7.0890 12.4025 5.4180
*
```

Summary:
* orbital gap: 8.32 eV
* SMILES string: CCOB(O)[C@](C#N)(CC(=O)Br)[C@@H](C#N)[C@@H](I)[C@@H](C)I.Fc1ccccc1.Fc1ccccc1.Fc1ccccc1.Fc1ccccc1.Fc1ccccc1.Fc1ccccc1.Fc1ccccc1.Fc1ccccc1.Fc1ccccc1
* largest force on an atom: 1.39 eV Å⁻¹

No. 2
A molecular structure, C65H61N12O4RbTe at a distorted geometry, computed with ωB97M-V with the def2-TZVPD basis set.

Geometry as ORCA input:
```
! wB97M-V def2-TZVPD RIJCOSX def2/J DEFGRID3
* xyz -2 1
Rb 0.3628 0.0020 0.0334
N -0.3476 -3.1611 -3.7681
C 0.0020 -2.5797 -2.5759
N -0.5714 -2.8226 -1.4670
C -1.6758 -3.6511 -1.4262
N -2.3277 -3.8624 -0.3114
N -1.9269 -3.1693 0.7533
C -2.1086 -3.6385 1.9365
C -1.6314 -2.9023 3.0769
C -2.1248 -3.1550 4.3697
C -1.6367 -2.4173 5.4263
C -0.6390 -1.4792 5.1878
C -0.1892 -1.3178 3.8813
N -0.6717 -1.9910 2.8614
C -2.0650 -4.3633 -2.6259
C -3.0757 -5.3278 -2.6501
C -3.3635 -6.0189 -3.8135
C -2.6504 -5.7696 -4.9732
C -1.6443 -4.8089 -4.9767
C -1.3504 -4.1085 -3.8150
H 0.1416 -2.9041 -4.6123
H 0.8251 -1.8774 -2.6059
H -2.5553 -4.6257 2.1238
H -2.8964 -3.9000 4.5166
H -2.0233 -2.5644 6.4289
H -0.2238 -0.8912 5.9931
H 0.5872 -0.6098 3.6389
H -3.6127 -5.5251 -1.7362
H -4.1514 -6.7596 -3.8132
H -2.8764 -6.3141 -5.8805
H -1.0832 -4.6067 -5.8791
C -0.3152 1.8571 -6.6153
C -1.0030 1.2306 -5.5819
C -0.3285 0.6160 -4.5515
C 1.0811 0.6105 -4.5206
C 1.7648 1.2602 -5.5749
C 1.0750 1.8772 -6.5925
N 1.6941 -0.0106 -3.4831
N 3.0196 0.0021 -3.5264
C 3.6524 -0.5029 -2.4525
C 5.0672 -0.4127 -2.4389
C 5.7507 -0.8142 -1.3194
C 5.0374 -1.3434 -0.2433
C 3.6596 -1.4560 -0.3675
N 2.9778 -1.0574 -1.4187
H -0.8595 2.3223 -7.4273
H -2.0862 1.2280 -5.5961
H -0.8614 0.1416 -3.7398
H 2.8456 1.2611 -5.5411
H 1.6092 2.3846 -7.3910
H 5.5710 0.0024 -3.3003
H 6.8308 -0.7236 -1.2675
H 5.5324 -1.6465 0.6661
H 3.0729 -1.9049 0.4288
C 2.1247 4.9301 6.4034
C 1.9622 3.8974 5.3254
C 3.0537 3.2593 4.7578
C 2.9149 2.3036 3.7648
C 4.0814 1.5920 3.2509
O 4.0845 0.4063 2.9539
C 5.3570 2.3752 3.1015
C 6.5727 1.6939 3.1041
C 7.7671 2.3709 2.9448
C 7.7633 3.7480 2.7849
C 6.5583 4.4310 2.7394
C 5.3641 3.7491 2.8864
C 1.6018 1.9423 3.2368
O 1.4688 1.1782 2.2752
C 0.4780 2.5879 3.9069
C 0.6947 3.5322 4.8969
C -0.8777 2.1709 3.6304
N -1.1676 1.3360 2.7105
C -2.4976 0.8283 2.5853
C -3.1945 1.4526 1.3969
Te -5.1653 0.5909 1.2137
C -6.1878 2.4633 1.4079
C -7.2211 2.6120 2.3233
C -7.9053 3.8091 2.4408
C -7.5644 4.8844 1.6362
C -6.5298 4.7483 0.7229
C -5.8519 3.5461 0.6064
C -1.9489 2.7005 4.5392
C -2.7245 3.7862 4.1481
C -3.8045 4.1905 4.9116
C -4.1178 3.5193 6.0816
C -3.3311 2.4572 6.4969
C -2.2578 2.0442 5.7272
H 3.1752 5.1339 6.5941
H 1.6624 4.6004 7.3341
H 1.6462 5.8652 6.1154
H 4.0441 3.4801 5.1409
H 6.5528 0.6194 3.2138
H 8.7052 1.8273 2.9366
H 8.6990 4.2821 2.6779
H 6.5523 5.5020 2.5817
H 4.4253 4.2753 2.8153
H -0.1603 4.0140 5.3573
H -3.1088 0.9843 3.4920
H -2.4112 -0.2468 2.4091
H -2.6286 1.2525 0.4935
H -3.3256 2.5226 1.5362
H -7.4876 1.7738 2.9514
H -8.6986 3.8959 3.1728
H -8.1009 5.8213 1.7248
H -6.2466 5.5826 0.0930
H -5.0595 3.4490 -0.1234
H -2.4822 4.3161 3.2382
H -4.4155 5.0200 4.5821
H -4.9811 3.8222 6.6595
H -3.5640 1.9277 7.4127
H -1.6640 1.1923 6.0299
O -2.7571 5.4669 -5.6938
C -2.3946 5.3702 -4.3524
N -2.4649 4.0192 -3.8407
C -3.5901 3.2878 -4.0144
O -4.5115 3.6860 -4.7409
C -3.6753 2.0048 -3.2905
C -4.8103 1.1986 -3.4764
C -4.9099 -0.0013 -2.8029
C -3.8579 -0.3792 -1.9741
N -2.7920 0.3857 -1.7664
C -2.7082 1.5467 -2.3863
H -3.5768 4.9334 -5.7533
H -3.0594 6.0118 -3.7369
H -1.3680 5.7254 -4.2538
H -1.6792 3.6625 -3.3099
H -5.5865 1.5347 -4.1501
H -5.7777 -0.6401 -2.9058
H -3.8508 -1.3357 -1.4714
H -1.8238 2.1189 -2.1400
C 1.7094 5.4244 -1.9704
C 1.4689 4.0639 -1.2521
C 1.5739 4.3125 0.2774
C 2.6344 3.1184 -1.6453
N 0.2392 3.5313 -1.6055
H 2.6299 5.8912 -1.6186
H 0.8781 6.0985 -1.7714
H 1.7819 5.2557 -3.0425
H 2.5806 4.6355 0.5407
H 1.3506 3.3958 0.8169
H 0.8646 5.0787 0.5835
H 3.5927 3.6155 -1.4894
H 2.5400 2.8343 -2.6901
H 2.5997 2.2118 -1.0433
*
```

Summary:
* energy above the lowest of the compared OMol25 structures with the same formula, charge and spin: 6.13 kcal per mole
* orbital gap (alpha / beta): 3.33 / 4.03 eV
* largest force on an atom: 2.08 eV Å⁻¹

No. 3
A molecular structure, C65H76BBaN7O4PS2SbSe at a distorted geometry, computed with ωB97M-V with the def2-TZVPD basis set.

Geometry as ORCA input:
```
! wB97M-V def2-TZVPD RIJCOSX def2/J DEFGRID3
* xyz -2 1
Ba -1.5983 -0.0752 -0.0790
C 2.0019 -0.8553 -3.1534
N 0.9883 -1.8877 -3.0181
C -0.0283 -1.8010 -4.0654
C -1.2098 -2.7114 -3.7490
N -2.1757 -2.1245 -2.8167
C -2.8200 -3.1789 -2.0265
C -3.1205 -1.2806 -3.5103
C -4.2327 -1.8554 -4.1224
C -5.1584 -1.1097 -4.8317
C -4.9844 0.2641 -4.9156
C -3.8951 0.8563 -4.3063
C -2.9320 0.1157 -3.5996
S -1.5834 0.9965 -2.9129
C 1.5493 -3.1946 -2.8952
C 2.1134 -3.8639 -3.9774
C 2.6326 -5.1429 -3.8479
C 2.5708 -5.7895 -2.6205
C 2.0110 -5.1421 -1.5366
C 1.5229 -3.8419 -1.6596
S 0.8698 -3.0509 -0.1924
H 2.5795 -0.9431 -4.0898
H 2.7007 -0.9090 -2.3139
H 1.5072 0.1170 -3.1476
H 0.3818 -2.0551 -5.0596
H -0.3715 -0.7681 -4.0997
H -0.8247 -3.6242 -3.2892
H -1.7059 -2.9914 -4.6913
H -3.1954 -4.0115 -2.6429
H -3.6516 -2.7623 -1.4611
H -2.0925 -3.5873 -1.3220
H -4.3790 -2.9256 -4.0391
H -5.9988 -1.5999 -5.3076
H -5.7070 0.8762 -5.4447
H -3.7644 1.9302 -4.3475
H 2.1698 -3.3650 -4.9375
H 3.0877 -5.6313 -4.7008
H 2.9602 -6.7940 -2.5074
H 1.9511 -5.6350 -0.5744
C -1.4200 -0.1686 4.1191
N -0.1382 -0.8470 4.0357
C -0.2399 -2.2636 4.3297
C 0.8684 -0.2260 4.8606
C 1.0826 1.2522 4.5339
N 1.2396 1.4932 3.1183
C 1.0705 2.8956 2.7842
C 2.4645 0.9218 2.6108
H -1.7688 -0.0539 5.1611
H -2.1738 -0.7363 3.5702
H -1.3426 0.8159 3.6567
H -0.4302 -2.4613 5.4024
H 0.6915 -2.7620 4.0461
H -1.0531 -2.6989 3.7505
H 1.8034 -0.7749 4.7054
H 0.6187 -0.3037 5.9391
H 1.9664 1.5989 5.1082
H 0.2271 1.8341 4.8827
H 1.7479 3.5598 3.3534
H 0.0413 3.1983 2.9780
H 1.2414 3.0436 1.7194
H 2.5981 1.2306 1.5752
H 2.3907 -0.1670 2.6352
H 3.3575 1.2422 3.1853
O -1.5137 4.2235 0.8908
C -2.0297 3.1425 0.6000
O -1.4370 2.0062 0.5483
C -3.5235 3.0845 0.2501
P -4.1121 1.3672 0.6259
C -5.8065 1.5750 -0.0356
C -5.9676 1.2565 -1.3848
C -7.1907 1.4225 -2.0107
C -8.2774 1.8984 -1.2883
C -8.1311 2.2005 0.0564
C -6.9017 2.0394 0.6824
C -4.3808 1.4810 2.4297
C -5.2184 0.5491 3.0509
C -5.4021 0.5654 4.4244
C -4.7483 1.5094 5.2061
C -3.8959 2.4228 4.6039
C -3.7100 2.4106 3.2283
H -3.6048 3.1948 -0.8355
H -4.0886 3.8849 0.7294
H -5.1227 0.8514 -1.9304
H -7.2953 1.1636 -3.0576
H -9.2419 2.0156 -1.7697
H -8.9841 2.5565 0.6231
H -6.8054 2.2762 1.7341
H -5.7337 -0.1933 2.4505
H -6.0578 -0.1636 4.8846
H -4.9084 1.5408 6.2780
H -3.3719 3.1551 5.2084
H -3.0350 3.1279 2.7793
Se -6.7800 -1.6293 0.3660
N -6.4335 -3.1101 1.3901
C -5.1127 -3.1820 1.5322
C -4.4178 -4.2010 2.1964
C -3.0068 -4.1471 2.2186
C -2.3453 -3.1129 1.6224
N -2.9690 -2.0606 0.9922
C -4.3128 -2.0982 0.9340
N -4.9983 -1.1567 0.2822
H -4.9617 -5.0229 2.6466
H -2.4372 -4.9353 2.7031
H -1.2595 -3.0907 1.5869
C 1.8722 7.1420 0.3664
C 3.0601 6.4879 0.6632
C 3.2461 5.1718 0.2645
C 2.2623 4.5017 -0.4583
C 1.0581 5.1514 -0.7130
C 0.8689 6.4643 -0.3092
Sb 2.5071 2.4233 -1.0423
C 2.4786 2.7852 -3.1795
C 3.5717 2.5338 -4.0043
C 3.4763 2.7205 -5.3764
C 2.2774 3.1330 -5.9417
C 1.1696 3.3342 -5.1315
C 1.2675 3.1557 -3.7601
C 4.6704 2.4901 -0.8803
C 5.4465 3.4818 -1.4850
C 6.8241 3.4867 -1.3472
C 7.4632 2.5051 -0.5979
C 6.7044 1.5116 0.0064
C 5.3250 1.5117 -0.1384
H 1.7251 8.1694 0.6764
H 3.8435 7.0008 1.2092
H 4.1688 4.6663 0.5192
H 0.2456 4.6299 -1.2041
H -0.0742 6.9557 -0.5121
H 4.5063 2.1928 -3.5772
H 4.3390 2.5381 -6.0069
H 2.2022 3.2815 -7.0120
H 0.2202 3.6188 -5.5674
H 0.3851 3.2855 -3.1430
H 4.9603 4.2576 -2.0651
H 7.4099 4.2627 -1.8266
H 8.5392 2.5163 -0.4786
H 7.1892 0.7369 0.5892
H 4.7334 0.7370 0.3377
C 5.3696 -4.6062 0.8111
C 4.6896 -3.2553 1.0325
C 5.6940 -2.1464 0.7355
O 3.6382 -3.1592 0.0651
B 2.4343 -2.9688 0.6985
O 2.5782 -2.8362 2.0547
C 3.9393 -3.1024 2.4199
C 3.9296 -4.3800 3.2586
C 4.4468 -1.9538 3.2845
H 5.7627 -4.6181 -0.2059
H 4.6525 -5.4211 0.8902
H 6.1895 -4.7610 1.5132
H 6.0617 -2.2819 -0.2821
H 6.5399 -2.1785 1.4229
H 5.2189 -1.1700 0.7884
H 3.4677 -5.1978 2.7072
H 3.3355 -4.2056 4.1555
H 4.9387 -4.6692 3.5536
H 4.3630 -0.9982 2.7711
H 5.4860 -2.1216 3.5711
H 3.8401 -1.8975 4.1889
*
```

Summary:
* orbital gap: 2.26 eV
* largest force on an atom: 4.35 eV Å⁻¹